1.
# C9H18F8N5O17PbS8

A structure of composition C9H18F8N5O17PbS8 at a distorted geometry (wB97M-V/def2-TZVPD, OMol25).

Each line ends with the Löwdin charge.
CARTESIAN COORDINATES (ANGSTROEM)
1 Pb 0.00898 -1.77691 -1.65420  1.587
2 C 0.72825 0.40235 3.52612  -0.009
3 C -0.11925 1.18589 2.50344  -0.401
4 C -1.49087 1.48717 3.18394  -0.122
5 C -2.40297 2.43816 2.40993  -0.153
6 C -1.61488 3.74637 2.26815  -0.130
7 C -0.25712 3.69167 1.53885  -0.422
8 N 0.61550 2.54097 2.14973  0.201
9 O 2.00365 2.37119 1.74862  0.151
10 C 0.51573 4.91809 1.91855  -0.057
11 C -0.35107 3.66109 -0.01425  0.020
12 C -0.26454 0.30066 1.26815  -0.018
13 H 0.19336 -0.51129 3.78547  0.105
14 H 0.81187 1.04975 4.39904  0.087
15 H 1.73203 0.21412 3.14522  0.094
16 H -1.22827 1.73079 4.21340  0.119
17 H -2.01947 0.56069 3.40823  0.136
18 H -3.35989 2.47728 2.93038  0.125
19 H -2.76238 2.12862 1.42855  0.097
20 H -1.54278 4.25473 3.22964  0.123
21 H -2.31246 4.34927 1.68677  0.130
22 H 1.45980 5.10794 1.40787  0.098
23 H 0.72233 5.11532 2.97046  0.097
24 H -0.10245 5.76515 1.62113  0.102
25 H -0.79552 2.78620 -0.48873  0.075
26 H 0.67431 3.75865 -0.37089  0.081
27 H -0.93863 4.53217 -0.30421  0.113
28 H -0.78438 -0.58728 1.62791  0.112
29 H 0.53507 0.02912 0.57895  0.042
30 H -0.84724 0.85159 0.52988  0.062
31 N 0.73652 0.45024 -2.13194  -0.423
32 S 0.45532 1.44573 -3.21638  0.384
33 O 1.31973 1.37575 -4.41939  -0.268
34 O 0.07297 2.77116 -2.81157  -0.274
35 F -0.87007 0.81789 -3.84290  -0.181
36 S 2.34381 1.10284 -1.96066  0.599
37 O 2.59421 2.54033 -1.75726  -0.257
38 O 3.32718 0.32230 -2.69582  -0.232
39 F 2.40917 0.50016 -0.50665  -0.206
40 N 1.31238 -2.70563 0.10140  -0.427
41 S 2.84340 -2.85277 0.44334  0.502
42 O 3.48636 -4.18334 0.23166  -0.255
43 O 3.46857 -2.07062 1.51187  -0.280
44 F 3.32666 -1.97109 -0.82562  -0.212
45 S 0.95506 -3.73366 1.37458  0.497
46 O 1.07559 -3.17760 2.67555  -0.241
47 O 1.27658 -5.13555 1.26039  -0.234
48 F -0.60212 -3.81941 1.05771  -0.198
49 N 0.82139 -3.25843 -3.26917  -0.449
50 S 1.28933 -4.75951 -3.27160  0.455
51 O 2.68358 -5.12080 -3.05887  -0.248
52 O 0.53083 -5.70092 -4.04992  -0.249
53 F 0.75541 -5.06480 -1.76938  -0.220
54 S 1.65718 -2.94298 -4.74107  0.589
55 O 1.08324 -3.39792 -5.98089  -0.243
56 O 3.11980 -2.80721 -4.65018  -0.245
57 F 1.08204 -1.44347 -4.82208  -0.217
58 N -2.35421 -1.92525 -1.11810  -0.426
59 S -3.21282 -2.82784 -0.29578  0.404
60 O -4.56728 -3.13021 -0.78709  -0.261
61 O -3.03423 -2.75587 1.13980  -0.271
62 F -2.34765 -4.13100 -0.72034  -0.204
63 S -3.44570 -0.65821 -0.82428  0.567
64 O -3.27039 0.06636 0.40319  -0.264
65 O -4.65671 -0.66070 -1.53811  -0.202
66 F -2.47210 0.26245 -1.78062  -0.258

Atomic forces in eV per Å
Pb 0.01 -0.40 -0.30
C 0.27 1.15 -0.12
C 0.90 -0.56 1.52
C 0.22 -0.78 -0.74
C 0.99 -0.12 0.59
C -1.62 -0.18 -0.05
C 0.63 0.16 1.29
N 6.06 -3.56 -5.03
O -9.29 1.77 3.03
C 0.46 2.24 -0.09
C 0.77 -0.73 0.41
C -0.74 1.04 -1.78
H 0.22 0.01 -0.12
H 0.13 -0.26 0.32
H -0.18 -0.34 -0.02
H -0.24 1.19 0.00
H 0.26 -0.53 -0.74
H 0.16 0.80 0.41
H 0.73 -0.67 -0.10
H 0.36 -0.13 0.10
H 0.59 0.60 -0.34
H -0.01 -0.65 -0.26
H -0.26 -0.65 0.22
H -0.16 0.09 -0.06
H -0.03 -0.02 0.37
H -0.16 -0.02 -0.34
H 0.08 0.03 0.15
H -0.15 0.04 -0.15
H 1.03 0.05 1.31
H -0.93 -0.24 0.24
N 3.37 0.70 2.23
S -3.41 3.92 -9.49
O -0.93 0.24 3.13
O -0.17 -0.84 0.37
F -0.07 -0.19 0.85
S 5.10 -1.09 1.24
O -1.37 -2.95 -0.39
O -2.16 1.43 1.11
F 0.15 0.23 0.66
N 0.12 -1.88 3.16
S 9.82 0.40 -2.33
O -2.36 3.50 0.34
O -2.19 -0.89 -0.93
F -0.58 -0.63 0.06
S -4.78 -4.79 1.00
O 0.03 1.18 -0.16
O 0.25 1.83 -0.36
F 0.47 1.04 0.12
N 2.21 -0.09 -3.68
S 0.86 -7.53 4.81
O -1.48 1.76 -1.16
O 0.09 1.56 -0.28
F -0.50 0.67 -0.37
S 1.80 4.85 -3.05
O 0.37 -1.19 1.65
O -3.54 -0.55 0.46
F 0.43 -0.06 1.00
N -1.90 4.29 -0.50
S -2.92 -10.21 3.54
O 2.61 0.73 0.97
O -0.39 0.52 -1.33
F -0.66 0.18 0.20
S 3.22 5.76 -2.91
O -0.63 -1.24 -0.02
O -0.53 -0.13 0.17
F -0.44 0.12 0.20

For the largest force on an atom, the calculation gives 11.2 eV/Å. The value obtained for the molecular weight is 1084.0 Da. Its total energy is -6083.501461 hartree. The charge is -1. The calculation puts the gap between HOMO and LUMO at 0.17642 hartree. The value obtained for the LUMO energy is -3.437 eV.


2.
# C13H21N4O3PdSi

A structure of composition C13H21N4O3PdSi at a distorted geometry (wB97M-V/def2-TZVPD, OMol25).

Each line ends with the Löwdin charge.
CARTESIAN COORDINATES (ANGSTROEM)
1 Pd 0.02931 -0.38470 0.01552  0.912
2 N -0.10913 -0.16184 2.10122  -0.041
3 C -0.16198 1.28692 2.44322  -0.109
4 C -1.15435 2.05492 1.57724  -0.437
5 O -1.78470 2.98824 1.97564  0.155
6 N -1.17323 1.63292 0.20258  0.019
7 C -2.25302 1.79900 -0.43571  0.007
8 C -3.09395 -0.76570 -0.18699  -0.399
9 O -4.23539 -0.61511 -0.28203  0.278
10 O -2.05054 -1.29305 -0.03168  0.087
11 H -0.94113 -0.63702 2.44029  0.111
12 H 0.68193 -0.59837 2.56276  0.078
13 H 0.83092 1.70049 2.25819  0.137
14 H -0.43056 1.44386 3.48632  0.134
15 H -2.21222 1.75414 -1.52395  0.098
16 H -3.08313 2.34084 0.03249  0.116
17 C -1.31436 -0.55382 -3.48470  -0.014
18 C 0.06453 -0.05516 -3.17628  -0.302
19 C 0.88943 0.49344 -4.14303  -0.019
20 C 2.16882 0.92300 -3.79816  -0.029
21 C 2.63975 0.79342 -2.50519  -0.004
22 C 1.78793 0.19735 -1.58445  -0.461
23 N 0.54059 -0.18624 -1.93325  0.020
24 N 1.98440 -0.06461 -0.23504  -0.132
25 Si 2.93874 -1.54348 0.12454  0.403
26 C 2.05907 -2.58992 1.40609  -0.194
27 C 3.12265 -2.53001 -1.44592  -0.160
28 C 4.57359 -0.99928 0.82231  -0.169
29 H -1.29640 -1.15812 -4.39072  0.095
30 H -2.00023 0.27505 -3.67296  0.088
31 H -1.69911 -1.16676 -2.67215  0.062
32 H 0.53235 0.57642 -5.15997  0.121
33 H 2.80303 1.36462 -4.55586  0.120
34 H 3.62147 1.13207 -2.20727  0.123
35 H 1.05238 -2.89754 1.12110  0.019
36 H 2.03923 -2.13899 2.40216  0.020
37 H 2.64670 -3.50694 1.51877  0.045
38 H 2.15262 -2.82641 -1.85154  0.037
39 H 3.68598 -3.44362 -1.24159  0.043
40 H 3.66159 -1.98031 -2.21936  0.035
41 H 4.43457 -0.40457 1.72708  0.033
42 H 5.13510 -0.39359 0.10859  0.033
43 H 5.18846 -1.86514 1.07899  0.040

Atomic forces in eV per Å
Pd 0.52 -0.55 -0.50
N -0.02 0.22 -0.09
C -0.17 -0.28 -0.07
C 0.14 -0.21 0.12
O 0.01 0.04 0.02
N -0.25 0.16 0.24
C 0.22 2.12 -0.17
C -1.14 -2.89 0.40
O 0.78 1.28 -0.20
O -0.14 1.28 -0.12
H 0.04 -0.02 0.10
H 0.02 0.02 0.00
H -0.03 0.06 -0.03
H 0.04 0.05 0.00
H -0.23 -0.62 0.04
H -0.26 -0.52 -0.01
C 0.00 0.07 -0.03
C 0.12 0.01 -0.03
C -0.04 0.00 -0.02
C 0.00 0.00 0.01
C -0.01 -0.03 0.00
C 0.02 0.14 0.09
N 0.16 -0.20 0.18
N 0.08 -0.22 -0.04
Si -0.10 0.25 0.04
C 0.18 -0.13 0.08
C 0.07 -0.08 0.05
C 0.04 -0.04 -0.06
H -0.02 -0.02 0.01
H 0.00 0.00 0.03
H 0.02 -0.01 0.00
H 0.02 0.00 0.00
H 0.00 0.00 0.00
H 0.00 0.00 0.01
H -0.03 0.06 -0.03
H -0.01 0.02 -0.01
H -0.01 0.01 0.02
H -0.01 0.02 0.00
H 0.00 0.00 -0.01
H -0.01 0.00 0.00
H -0.01 0.00 0.00
H 0.00 0.00 0.00
H 0.01 0.01 0.00

For the largest force on an atom, the calculation gives 3.1 eV/Å. The value obtained for the molecular weight is 415.8 Da. Its total energy is -1369.911483 hartree. The charge is +1. The calculation puts the gap between HOMO and LUMO at 0.26632 hartree. The value obtained for the LUMO energy is -4.269 eV.


3.
# C7H18BrNO9P2

A cluster of 2 separate species, C7H18BrNO9P2 in total at a distorted geometry (wB97M-V/def2-TZVPD, OMol25).

Each line ends with the Löwdin charge.
CARTESIAN COORDINATES (ANGSTROEM)
1 N 0.04624 1.05500 3.70088  -0.112
2 P -0.45585 0.10691 2.60769  0.397
3 O -1.18757 -1.19497 3.14929  -0.110
4 O 0.70693 -0.43527 1.65619  -0.104
5 O -1.49839 0.79722 1.57808  -0.062
6 C -2.34923 1.73937 2.13734  -0.602
7 O -2.26978 2.87578 1.82149  0.213
8 O -3.24219 1.25548 3.02714  0.010
9 C -4.42730 0.73604 2.38930  -0.144
10 C -4.21421 -0.55785 1.59139  -0.248
11 C -5.34333 -1.57803 1.82860  -0.590
12 Br -6.26722 -2.04213 0.17926  0.621
13 H 1.05055 1.16271 3.65217  0.002
14 H -1.45184 -1.07977 4.07011  0.098
15 H 0.26370 -0.98291 0.98804  0.088
16 H -4.90502 1.50540 1.78072  0.140
17 H -5.11930 0.53339 3.20315  0.123
18 H -3.29410 -1.00364 1.96165  0.085
19 H -4.10054 -0.34961 0.53164  0.093
20 H -6.12009 -1.13379 2.44093  0.044
21 H -4.94881 -2.47572 2.28618  0.060
22 C 5.54273 1.62302 -2.58800  -0.095
23 O 5.24210 0.22613 -2.66285  -0.225
24 P 3.85075 -0.29237 -3.26608  0.459
25 O 3.18173 0.85754 -3.90659  -0.252
26 O 3.23058 -0.73139 -1.83950  -0.242
27 C 2.81463 0.27089 -0.91884  -0.093
28 O 3.35953 -1.62741 -3.98781  -0.231
29 C 1.98054 -1.66021 -4.36509  -0.095
30 H 6.16550 1.92260 -3.42903  0.090
31 H 4.64958 2.23904 -2.55161  0.081
32 H 6.10673 1.75540 -1.66595  0.093
33 H 2.33990 1.10818 -1.43325  0.092
34 H 3.66290 0.62411 -0.32846  0.091
35 H 2.09393 -0.17828 -0.24295  0.056
36 H 1.83475 -1.13442 -5.30554  0.090
37 H 1.34786 -1.22739 -3.59266  0.086
38 H 1.72364 -2.70905 -4.49702  0.092

Atomic forces in eV per Å
N -0.27 -0.28 -0.18
P 1.55 0.89 1.07
O -0.42 -0.17 -0.50
O -1.46 -0.38 -0.33
O -0.21 -0.61 0.43
C 0.06 1.05 -0.19
O -0.09 -0.11 -0.10
O 0.22 -0.46 -0.49
C -0.72 -0.38 0.02
C 0.09 -0.10 0.41
C 0.07 0.75 -0.29
Br 0.08 -0.18 0.05
H 0.02 0.31 0.28
H 0.11 0.05 0.09
H 0.56 -0.20 -0.29
H 0.25 0.20 -0.03
H 0.18 0.08 0.23
H 0.09 -0.04 -0.17
H 0.11 -0.01 -0.04
H -0.06 -0.22 0.18
H -0.23 -0.21 -0.07
C 0.37 0.36 -0.21
O 0.54 -1.87 -0.96
P -3.36 2.32 1.99
O 0.27 -0.08 -0.20
O -0.53 -0.25 -0.19
C 0.24 0.12 0.09
O 2.67 -0.39 -0.13
C -0.34 -0.05 -0.28
H -0.08 0.00 -0.05
H -0.12 -0.14 -0.14
H 0.02 -0.13 -0.02
H 0.06 0.00 -0.05
H 0.00 0.06 -0.02
H 0.09 -0.05 -0.04
H 0.03 0.12 0.06
H 0.08 0.05 0.03
H 0.13 -0.02 0.05

For the largest force on an atom, the calculation gives 4.5 eV/Å. The value obtained for the molecular weight is 402.1 Da. Its total energy is -4266.271643 hartree. The charge is 0. The calculation puts the gap between HOMO and LUMO at 0.36562 hartree. The value obtained for the LUMO energy is 0.133 eV. Its SMILES is N=P(O)(O)OC(=O)OCCCBr.COP(=O)(OC)OC.


4.
# C21H20Cl3F5KNO5P2S

A structure of composition C21H20Cl3F5KNO5P2S (wB97M-V/def2-TZVPD, OMol25).

Each line ends with the Löwdin charge.
CARTESIAN COORDINATES (ANGSTROEM)
1 K 0.83265 0.71347 -0.46961  0.655
2 C 0.50212 -0.15035 4.07955  -0.301
3 P -0.16609 -0.63647 2.44009  0.877
4 C -1.87818 0.02776 2.55176  -0.284
5 C -0.54300 -2.43150 2.67546  -0.381
6 C -0.74178 -3.00794 3.92761  -0.104
7 C -1.05885 -4.35277 4.05816  -0.110
8 C -1.18373 -5.13952 2.92386  -0.108
9 C -0.97522 -4.58027 1.67085  -0.102
10 C -0.64515 -3.23470 1.52426  -0.381
11 P -0.33908 -2.43714 -0.12144  0.867
12 C -1.10729 -3.63594 -1.28089  -0.284
13 C 1.43029 -2.90668 -0.36028  -0.256
14 H -0.18973 -0.29747 4.91263  0.022
15 H 0.76179 0.90718 4.01330  0.037
16 H 1.43005 -0.69477 4.25532  0.035
17 H -2.38899 -0.28787 3.46545  0.035
18 H -2.44141 -0.31371 1.68179  0.011
19 H -1.84366 1.11701 2.49667  0.033
20 H -0.65416 -2.39851 4.81880  0.084
21 H -1.21266 -4.78204 5.04166  0.090
22 H -1.43824 -6.18957 3.01290  0.091
23 H -1.06979 -5.20873 0.79434  0.083
24 H -0.70461 -4.64760 -1.19079  0.030
25 H -0.89116 -3.28659 -2.29219  0.015
26 H -2.18939 -3.66016 -1.14085  0.039
27 H 1.58082 -3.96995 -0.15813  0.039
28 H 2.07872 -2.31995 0.29414  0.030
29 H 1.67748 -2.68277 -1.39845  0.030
30 Cl -4.60022 2.25244 -2.52201  0.548
31 C -3.48451 1.80269 -1.21733  -1.480
32 Cl -3.12782 0.06372 -1.34685  0.585
33 Cl -4.29131 2.11878 0.34306  0.544
34 C -2.09173 2.59065 -1.27441  -0.870
35 O -1.94242 3.34768 -2.23070  -0.046
36 O -1.34950 2.28579 -0.32712  -0.156
37 F 3.53426 0.27774 0.12809  -0.138
38 C 3.08053 0.77948 1.40216  -0.323
39 F 3.17850 -0.37742 2.22144  -0.102
40 C 4.27070 1.60346 1.85556  -0.621
41 F 5.48339 0.97717 1.87691  0.081
42 F 4.43942 2.68848 1.06821  0.095
43 F 4.08351 2.05958 3.11793  0.088
44 O 0.70260 -2.65887 -6.75031  -0.347
45 S -0.27487 -2.51150 -5.69503  0.595
46 O -1.32859 -3.50296 -5.67360  -0.347
47 N 0.41717 -2.33876 -4.25563  -0.064
48 C 0.19456 -1.12631 -3.72948  -0.539
49 O 0.59792 -0.72951 -2.63001  -0.124
50 C -0.65411 -0.24071 -4.61234  -0.131
51 C -1.10183 1.04142 -4.35500  -0.004
52 C -1.91930 1.65268 -5.29721  -0.070
53 C -2.26703 0.98935 -6.47242  -0.089
54 C -1.81248 -0.30105 -6.72848  -0.055
55 C -1.00784 -0.89098 -5.77468  -0.222
56 H -0.84104 1.55675 -3.44093  0.101
57 H -2.29693 2.64561 -5.08862  0.099
58 H -2.90987 1.48125 -7.19329  0.092
59 H -2.08516 -0.82683 -7.63474  0.109

Atomic forces in eV per Å
K -0.05 0.09 0.05
C 0.00 -0.02 -0.01
P 0.07 0.02 -0.03
C -0.01 -0.01 -0.02
C -0.02 -0.01 -0.01
C 0.00 0.01 -0.01
C 0.00 -0.01 0.00
C 0.00 -0.01 0.02
C -0.01 0.00 0.00
C 0.02 0.02 0.03
P 0.00 -0.14 -0.08
C 0.03 0.00 0.02
C -0.11 0.04 0.09
H -0.01 0.00 -0.01
H -0.01 0.00 -0.01
H 0.00 0.01 0.01
H 0.00 0.00 0.00
H 0.00 0.00 0.00
H 0.01 0.00 0.00
H 0.00 0.00 0.00
H 0.00 0.00 0.00
H 0.00 0.00 -0.01
H 0.00 0.01 0.00
H 0.00 0.00 0.00
H -0.01 0.00 -0.01
H 0.00 0.00 -0.01
H 0.01 0.00 -0.01
H -0.03 0.02 0.01
H 0.01 0.01 0.01
Cl -0.01 0.01 -0.01
C 0.05 -0.07 -0.04
Cl -0.04 0.00 0.00
Cl -0.03 0.00 0.03
C 0.02 0.12 0.04
O -0.04 -0.01 0.01
O 0.11 -0.06 -0.03
F -0.04 0.01 0.04
C 0.04 0.00 -0.03
F 0.01 0.00 0.01
C 0.01 -0.02 0.03
F 0.00 0.01 0.00
F 0.00 0.01 0.00
F 0.00 0.00 0.00
O 0.00 0.01 -0.05
S -0.06 0.04 0.02
O 0.02 -0.03 0.00
N 0.01 -0.01 0.04
C -0.01 0.00 0.00
O 0.04 -0.01 -0.09
C -0.02 -0.01 0.00
C 0.03 -0.01 0.02
C -0.01 -0.01 0.01
C 0.00 0.01 0.01
C 0.02 -0.01 0.00
C 0.01 -0.01 -0.01
H 0.00 0.00 -0.01
H -0.01 0.00 -0.01
H 0.00 0.00 0.00
H 0.00 0.00 0.00

For the largest force on an atom, the calculation gives 0.2 eV/Å. The value obtained for the molecular weight is 700.9 Da. Its total energy is -4804.106049 hartree. The charge is -2. The calculation puts the gap between HOMO and LUMO at 0.25049 hartree. The value obtained for the LUMO energy is 4.186 eV.


- gap between HOMO and LUMO of number 4 (C21H20Cl3F5KNO5P2S)?
  0.25049 hartree


- The lowest charge belongs to which entry?
  C21H20Cl3F5KNO5P2S